1.
The following is a DFT calculation (ωB97M-V with the def2-TZVPD basis set) of 11 unconnected molecules or ions with the total composition C99H209N11O11.

Element x y z (Å)
C -23.89 1.81 22.73
C -23.27 0.81 23.78
C -22.60 -0.25 22.92
C -22.29 1.65 24.68
C -21.96 0.88 25.96
C -23.17 0.31 26.75
C -24.05 -0.60 25.85
C -23.37 -1.92 25.52
C -25.34 -0.93 26.58
N -24.37 0.23 24.62
O -25.26 -0.47 23.74
H -24.42 2.67 23.18
H -23.03 2.32 22.22
H -24.57 1.26 22.06
H -22.08 0.24 22.07
H -21.94 -0.93 23.46
H -23.40 -0.89 22.55
H -21.40 1.93 24.08
H -22.84 2.61 24.88
H -21.26 0.00 25.80
H -21.38 1.55 26.63
H -23.83 1.12 27.12
H -22.84 -0.15 27.71
H -23.84 -2.29 24.63
H -23.64 -2.69 26.25
H -22.29 -1.97 25.29
H -25.03 -1.58 27.43
H -25.97 -1.46 25.93
H -25.89 -0.04 26.94
H -26.10 -0.04 23.87
C -31.45 -7.33 9.95
C -30.58 -6.14 10.20
C -29.60 -5.88 9.02
C -31.39 -4.84 10.31
C -30.54 -3.65 10.83
C -30.01 -4.01 12.23
C -29.27 -5.32 12.29
C -27.83 -5.14 11.78
C -29.15 -5.85 13.68
N -29.98 -6.34 11.54
O -29.24 -7.57 11.57
H -30.91 -8.27 9.70
H -32.04 -7.55 10.83
H -32.09 -7.14 9.08
H -29.40 -4.80 9.06
H -28.69 -6.44 8.96
H -30.18 -6.22 8.19
H -31.76 -4.76 9.30
H -32.18 -5.07 10.99
H -29.81 -3.28 10.09
H -31.30 -2.84 10.95
H -30.82 -4.05 12.99
H -29.34 -3.24 12.64
H -27.76 -4.90 10.69
H -27.26 -5.99 12.07
H -27.37 -4.29 12.21
H -30.09 -5.98 14.20
H -28.65 -5.01 14.19
H -28.52 -6.75 13.77
H -28.77 -7.51 10.76
C -28.81 5.30 19.01
C -30.16 5.44 18.23
C -30.67 6.89 18.18
C -29.92 5.09 16.73
C -29.70 3.61 16.60
C -31.04 2.94 17.05
C -31.37 3.09 18.53
C -32.85 2.63 18.84
C -30.40 2.27 19.41
N -31.35 4.59 18.75
O -31.59 4.91 20.08
H -28.06 5.94 18.62
H -28.99 5.62 20.07
H -28.46 4.29 19.00
H -31.66 6.85 17.64
H -30.84 7.19 19.21
H -30.00 7.58 17.72
H -30.82 5.44 16.20
H -29.09 5.71 16.44
H -29.46 3.34 15.56
H -28.86 3.30 17.21
H -30.97 1.90 16.72
H -31.84 3.39 16.46
H -33.59 3.13 18.21
H -33.16 2.77 19.85
H -32.96 1.54 18.63
H -30.33 2.55 20.44
H -29.38 2.17 19.03
H -30.68 1.21 19.47
H -32.39 5.44 20.04
C -24.24 7.00 13.63
C -25.10 7.17 14.86
C -25.09 8.66 15.22
C -26.62 6.88 14.56
C -26.84 5.39 14.39
C -26.39 4.68 15.65
C -24.95 4.89 16.01
C -24.78 4.45 17.52
C -24.21 3.93 15.05
N -24.60 6.39 16.03
O -23.24 6.55 16.17
H -23.23 7.34 13.84
H -24.17 5.97 13.33
H -24.58 7.68 12.84
H -25.65 9.34 14.50
H -25.48 8.79 16.22
H -24.03 8.87 15.28
H -27.23 7.36 15.37
H -26.81 7.38 13.61
H -27.95 5.20 14.30
H -26.51 4.89 13.50
H -26.50 3.60 15.60
H -26.98 5.02 16.52
H -25.17 5.24 18.16
H -23.69 4.31 17.61
H -25.30 3.52 17.69
H -24.36 2.89 15.37
H -23.10 4.12 15.09
H -24.64 4.10 14.06
H -23.15 7.09 16.98
C -30.71 -2.76 18.33
C -32.15 -2.97 17.83
C -32.87 -3.92 18.81
C -32.86 -1.60 17.95
C -34.26 -1.64 17.30
C -34.09 -1.96 15.85
C -33.45 -3.37 15.67
C -34.40 -4.49 16.13
C -33.14 -3.52 14.19
N -32.11 -3.41 16.44
O -31.52 -4.65 16.31
H -30.15 -2.04 17.77
H -30.60 -2.36 19.30
H -30.14 -3.65 18.42
H -32.53 -4.97 18.54
H -32.59 -3.74 19.86
H -33.97 -4.02 18.72
H -32.95 -1.26 19.01
H -32.20 -0.83 17.43
H -34.94 -2.39 17.74
H -34.63 -0.67 17.37
H -33.50 -1.24 15.28
H -34.97 -2.00 15.25
H -35.03 -4.92 15.32
H -35.10 -4.23 16.87
H -33.89 -5.36 16.54
H -34.10 -3.75 13.80
H -32.54 -4.42 13.99
H -32.73 -2.61 13.71
H -30.66 -4.51 15.83
C -33.38 4.55 12.39
C -33.07 3.22 12.98
C -31.68 3.23 13.69
C -34.20 2.92 14.02
C -34.35 1.52 14.42
C -34.35 0.57 13.22
C -33.15 0.78 12.22
C -31.81 0.19 12.81
C -33.57 -0.01 10.96
N -33.18 2.20 11.85
O -32.07 2.45 10.92
H -32.64 4.88 11.67
H -34.31 4.52 11.81
H -33.62 5.33 13.16
H -31.56 4.05 14.47
H -31.48 2.32 14.27
H -30.87 3.24 12.98
H -33.94 3.52 14.89
H -35.15 3.34 13.66
H -33.50 1.14 15.08
H -35.26 1.36 15.03
H -35.31 0.79 12.71
H -34.37 -0.46 13.61
H -30.96 0.87 12.71
H -31.43 -0.69 12.34
H -31.83 -0.05 13.88
H -34.44 0.51 10.52
H -33.71 -1.08 11.18
H -32.77 -0.02 10.23
H -32.56 2.83 10.16
C -20.45 -3.18 16.45
C -20.93 -2.67 17.86
C -19.71 -2.46 18.72
C -21.65 -1.25 17.71
C -22.27 -0.95 19.10
C -23.26 -2.03 19.50
C -22.61 -3.45 19.63
C -21.75 -3.50 20.86
C -23.69 -4.49 19.73
N -21.91 -3.66 18.32
O -21.27 -4.89 18.37
H -21.37 -3.16 15.82
H -19.65 -2.57 16.05
H -20.24 -4.26 16.53
H -19.94 -2.02 19.68
H -19.25 -3.42 18.98
H -18.94 -1.88 18.22
H -20.89 -0.48 17.43
H -22.34 -1.39 16.83
H -21.48 -0.82 19.85
H -22.79 0.08 19.09
H -24.02 -2.10 18.73
H -23.70 -1.83 20.49
H -21.20 -2.57 21.13
H -21.06 -4.38 20.91
H -22.48 -3.76 21.66
H -24.17 -4.53 18.72
H -24.45 -4.14 20.46
H -23.36 -5.51 20.09
H -20.56 -4.77 18.97
C -29.34 -4.42 24.06
C -29.08 -3.67 22.80
C -30.01 -2.46 22.85
C -27.64 -3.15 22.89
C -26.58 -4.24 22.63
C -26.94 -4.97 21.29
C -28.33 -5.53 21.13
C -28.70 -5.85 19.69
C -28.49 -6.76 22.08
N -29.32 -4.36 21.57
O -30.64 -4.89 21.71
H -30.08 -5.19 23.93
H -28.42 -4.93 24.45
H -29.60 -3.77 24.81
H -30.07 -1.84 21.91
H -31.04 -2.67 23.12
H -29.70 -1.70 23.60
H -27.62 -2.41 22.08
H -27.38 -2.60 23.80
H -25.59 -3.75 22.55
H -26.48 -5.04 23.38
H -26.25 -5.83 21.26
H -26.90 -4.34 20.36
H -28.15 -6.69 19.30
H -28.44 -4.99 19.10
H -29.80 -5.99 19.58
H -28.16 -6.55 23.12
H -27.67 -7.45 21.72
H -29.49 -7.21 22.11
H -31.26 -4.39 21.13
C -25.61 2.24 11.48
C -26.99 2.17 10.84
C -28.08 2.37 11.94
C -27.06 3.30 9.77
C -28.28 3.15 8.95
C -28.39 1.82 8.24
C -28.20 0.58 9.20
C -29.64 0.28 9.82
C -27.76 -0.63 8.41
N -27.09 0.87 10.14
O -27.14 -0.11 11.19
H -25.77 1.57 12.32
H -24.88 1.82 10.76
H -25.15 3.14 11.76
H -27.60 2.71 12.88
H -28.96 2.98 11.69
H -28.44 1.34 12.31
H -27.01 4.25 10.29
H -26.12 3.15 9.17
H -29.22 3.40 9.46
H -28.23 3.80 8.10
H -27.59 1.71 7.47
H -29.36 1.73 7.67
H -30.02 1.20 10.24
H -29.73 -0.46 10.61
H -30.38 -0.04 9.05
H -27.73 -1.56 9.00
H -26.74 -0.43 8.11
H -28.33 -0.73 7.47
H -26.30 -0.59 11.02
C -29.57 1.72 24.11
C -28.30 2.33 23.50
C -27.82 1.26 22.46
C -28.73 3.55 22.73
C -28.82 4.80 23.59
C -27.66 5.06 24.53
C -27.32 3.84 25.40
C -25.93 3.80 26.10
C -28.38 3.68 26.46
N -27.23 2.72 24.36
O -26.82 1.57 25.09
H -29.25 0.94 24.77
H -30.23 2.40 24.64
H -30.20 1.28 23.31
H -28.23 1.58 21.50
H -26.73 1.21 22.37
H -28.11 0.21 22.77
H -28.03 3.79 21.93
H -29.69 3.29 22.22
H -29.00 5.61 22.86
H -29.77 4.82 24.14
H -28.00 5.90 25.17
H -26.72 5.36 24.09
H -25.81 4.65 26.71
H -25.06 3.81 25.37
H -25.80 2.91 26.67
H -29.24 4.24 26.21
H -28.01 4.02 27.38
H -28.72 2.66 26.54
H -25.86 1.48 24.91
C -27.75 -0.86 19.57
C -27.19 -0.95 18.07
C -25.95 0.00 17.90
C -26.73 -2.44 17.95
C -26.44 -2.69 16.48
C -27.52 -2.35 15.50
C -27.97 -0.91 15.60
C -26.92 0.03 14.94
C -29.31 -0.79 14.85
N -28.24 -0.73 17.03
O -28.80 0.62 17.15
H -27.98 0.17 19.79
H -28.72 -1.32 19.76
H -27.08 -1.31 20.32
H -25.36 0.24 18.80
H -25.41 -0.25 17.01
H -26.34 0.98 17.66
H -25.87 -2.61 18.52
H -27.65 -3.01 18.26
H -25.57 -2.05 16.22
H -26.13 -3.76 16.40
H -28.40 -2.89 15.83
H -27.13 -2.59 14.52
H -27.07 -0.19 13.85
H -25.94 -0.18 15.27
H -27.20 1.08 15.10
H -30.03 -1.52 15.21
H -29.11 -0.98 13.77
H -29.71 0.19 14.96
H -29.60 0.41 17.60

Summary:
Energy above the lowest of the compared OMol25 structures with the same formula, charge and spin: 41.1 kcal per mole
LUMO level: 0.5 eV
2S+1: 1
Charge: 0
Structure (SMILES): CC1(C)CCCC(C)(C)N1O.CC1(C)CCCC(C)(C)N1O.CC1(C)CCCC(C)(C)N1O.CC1(C)CCCC(C)(C)N1O.CC1(C)CCCC(C)(C)N1O.CC1(C)CCCC(C)(C)N1O.CC1(C)CCCC(C)(C)N1O.CC1(C)CCCC(C)(C)N1O.CC1(C)CCCC(C)(C)N1O.CC1(C)CCCC(C)(C)N1O.CC1(C)CCCC(C)(C)N1O

---

2.
The following is a DFT calculation (ωB97M-V with the def2-TZVPD basis set) of a gas-phase ion, C2N2O5 (charge -2).

Element x y z (Å)
O -1.54 -1.93 1.26
C -1.31 -1.35 0.21
O -1.66 -1.75 -0.94
N -0.92 0.00 0.12
N 0.66 0.10 0.20
O 1.47 -0.75 0.43
C 1.02 1.58 -0.35
O 0.06 2.31 -0.46
O 2.22 1.77 -0.48

Summary:
LUMO level (spin up / spin down): 6.9 / 6.9 eV
2S+1: 1
Charge: -2
Structure (SMILES): O=C([O-])/N=[N+](\[O-])C(=O)[O-]

---

3.
The following is a DFT calculation (ωB97M-V with the def2-TZVPD basis set) of CH2N4OS in the gas phase.

Element x y z (Å)
O -1.23 0.83 -1.00
N -0.38 0.04 -0.20
N 0.16 -1.02 -0.70
N 1.15 -1.44 0.03
N 1.41 -0.54 0.84
C 0.46 0.44 0.79
S 0.35 1.76 1.68
H -1.38 1.61 -0.28
H -0.54 -1.68 -1.18

Summary:
Energy above the lowest of the compared OMol25 structures with the same formula, charge and spin: 47.5 kcal per mole
LUMO level: -0.2 eV
2S+1: 1
Charge: 0
Structure (SMILES): On1[nH]nnc1=S

---

4.
The following is a DFT calculation (ωB97M-V with the def2-TZVPD basis set) of a molecular structure, C10H7F9O4PPd.

Element x y z (Å)
Pd -0.01 -1.55 -0.99
C -1.28 0.03 3.05
C -0.70 0.01 1.69
O -0.77 -0.99 0.98
C 0.01 1.24 1.20
C 1.11 1.75 1.78
C 1.75 2.88 1.18
C 1.29 3.55 0.03
C 0.15 3.11 -0.56
C -0.57 1.92 -0.01
O -1.59 1.52 -0.51
H -1.80 -0.90 3.26
H -1.96 0.88 3.14
H -0.48 0.19 3.78
H 1.56 1.30 2.65
H 2.66 3.25 1.65
H 1.83 4.40 -0.35
H -0.29 3.58 -1.43
F 1.90 -1.74 -0.28
P 2.77 -0.57 -1.28
F 3.19 0.61 -2.18
F 0.99 0.18 -1.26
F 2.15 -1.40 -2.49
F 2.94 0.26 0.04
F 4.07 -1.36 -1.17
F -3.61 -4.26 -0.83
C -3.27 -3.51 -1.86
F -4.23 -2.65 -2.15
F -2.99 -4.26 -2.91
C -1.99 -2.72 -1.49
O -1.01 -3.24 -0.87
O -1.82 -1.49 -1.79

Summary:
Energy above the lowest of the compared OMol25 structures with the same formula, charge and spin: 0.0 kcal per mole
LUMO level (spin up / spin down): -11.3 / -11.3 eV
2S+1: 2
Charge: +2

---

5.
The following is a DFT calculation (ωB97M-V with the def2-TZVPD basis set) of 11 unconnected molecules or ions with the total composition C4H29NO11.

Element x y z (Å)
C -1.08 0.99 -0.18
N -1.59 1.79 0.91
C -0.61 2.67 1.53
C -2.34 0.91 1.80
C -3.78 0.86 1.31
O -4.49 -0.10 1.47
H -0.45 0.12 0.13
H -1.84 0.38 -0.67
H -0.61 1.51 -1.01
H -0.53 3.59 0.94
H 0.40 2.25 1.62
H -1.05 3.05 2.45
H -2.31 1.11 2.88
H -1.97 -0.13 1.83
H -4.18 1.72 0.75
O -1.72 -0.77 -2.60
H -2.59 -0.97 -2.96
H -1.03 -1.19 -3.13
O -0.42 -2.72 -0.33
H -0.47 -2.62 -1.30
H -0.21 -3.61 -0.07
O 2.06 -2.41 1.04
H 2.51 -1.60 0.72
H 1.14 -2.21 0.84
O 2.83 -1.63 -2.35
H 2.86 -1.37 -1.43
H 3.14 -2.53 -2.47
O 2.95 0.42 2.50
H 3.33 0.77 3.31
H 2.61 -0.46 2.74
O 2.68 0.03 0.00
H 2.18 0.44 0.73
H 3.60 0.29 0.12
O 1.25 0.50 -2.78
H 2.13 0.44 -3.14
H 1.27 0.83 -1.88
O -2.97 3.05 -1.53
H -3.00 3.32 -0.61
H -2.39 2.30 -1.63
O 0.43 -2.34 -2.91
H 0.97 -1.56 -2.63
H 1.04 -2.71 -3.56
O 0.91 -0.82 3.51
H 0.89 -1.54 2.86
H 0.43 -0.06 3.18

Summary:
Energy above the lowest of the compared OMol25 structures with the same formula, charge and spin: 72.5 kcal per mole
LUMO level: 0.0 eV
2S+1: 1
Charge: 0
Structure (SMILES): CN(C)CC=O.O.O.O.O.O.O.O.O.O.O

---

6.
The following is a DFT calculation (ωB97M-V with the def2-TZVPD basis set) of a molecular structure, C13H8LaN2S2.

Element x y z (Å)
S -3.03 0.31 5.36
C -2.11 0.03 4.03
N -1.39 -0.56 3.08
C -1.89 -0.14 1.76
C -3.35 -0.34 1.26
C -3.81 0.13 -0.16
C -2.80 0.82 -1.15
C -1.35 0.99 -0.64
C -0.85 0.52 0.78
N 0.56 0.67 1.23
C 1.53 0.21 0.22
C 2.72 -0.75 0.60
C 3.75 -1.21 -0.52
C 3.71 -0.75 -2.00
C 2.49 0.23 -2.41
C 1.44 0.66 -1.30
S -0.01 1.75 -1.70
H -4.16 -0.84 1.92
H -4.88 -0.01 -0.55
H -3.08 1.16 -2.20
H 0.70 1.68 1.44
H 2.78 -1.10 1.68
H 4.59 -1.94 -0.22
H 4.47 -1.09 -2.79
H 2.36 0.65 -3.50
La 1.60 -1.07 -4.22

Summary:
LUMO level: -13.4 eV
2S+1: 1
Charge: +3

---

7.
The following is a DFT calculation (ωB97M-V with the def2-TZVPD basis set) of C6H13N3 in the gas phase.

Element x y z (Å)
H 2.57 -0.47 -1.60
N 1.58 -0.21 -1.32
C 1.09 -0.78 -0.27
N 1.70 -1.75 0.53
N -0.15 -0.58 0.24
C -0.31 -0.14 1.71
C -1.46 0.71 1.21
C -0.85 0.59 -0.24
C 0.06 1.68 -0.57
C -1.78 0.31 -1.34
H 1.29 -1.98 1.55
H 2.77 -1.92 0.50
H -0.56 -0.94 2.34
H 0.57 0.49 2.10
H -1.54 1.74 1.52
H -2.40 0.30 1.31
H -0.45 2.61 -0.79
H 0.90 1.37 -1.31
H 0.57 1.92 0.43
H -2.34 -0.57 -1.19
H -2.52 1.05 -1.75
H -1.32 -0.04 -2.26

Summary:
Energy above the lowest of the compared OMol25 structures with the same formula, charge and spin: 58.4 kcal per mole
LUMO level: 0.9 eV
2S+1: 1
Charge: 0
Structure (SMILES): [H]/N=C(\N)N1CCC1(C)C

---

8.
The following is a DFT calculation (ωB97M-V with the def2-TZVPD basis set) of C5H7FO in the gas phase.

Element x y z (Å)
C 1.20 0.61 2.15
C 0.93 -0.01 1.00
C -0.33 -0.70 0.56
O -0.30 -1.63 -0.50
C -1.05 -0.47 -0.74
C -0.53 0.40 -1.91
F -0.66 -0.39 -3.02
H 2.16 1.02 2.37
H 0.49 0.81 2.92
H 1.78 0.06 0.29
H -0.89 -0.96 1.45
H -2.10 -0.72 -0.80
H -1.18 1.31 -2.04
H 0.48 0.66 -1.75

Summary:
Energy above the lowest of the compared OMol25 structures with the same formula, charge and spin: 38.8 kcal per mole
LUMO level: 1.0 eV
2S+1: 1
Charge: 0
Structure (SMILES): C=C[C@@H]1O[C@@H]1CF

---

no.,electronic energy (eV)
1,-144951.0132
2,-15288.2165
3,-19907.8762
4,-55882.1202
5,-28630.2295
6,-39078.1021
7,-10900.8799
8,-10061.0623